1.
{"formula": "C20H64O12", "method": "the ωB97M-V functional and the def2-TZVPD basis", "elements": ["O", "H", "H", "H", "O", "H", "H", "C", "H", "C", "C", "C", "H", "C", "O", "C", "O", "H", "H", "H", "H", "H", "H", "O", "C", "H", "H", "H", "C", "O", "C", "H", "H", "H", "H", "C", "H", "H", "C", "C", "H", "H", "H", "O", "O", "H", "H", "O", "H", "H", "C", "H", "H", "C", "H", "H", "H", "C", "C", "H", "C", "H", "H", "H", "H", "H", "H", "H", "H", "H", "H", "H", "H", "H", "H", "H", "H", "H", "H", "H", "H", "O", "H", "H", "H", "O", "H", "H", "H", "C", "H", "H", "C", "H", "O", "C"], "positions_angstrom": [[9.9519, 12.4085, 11.4876], [8.8371, 6.0283, 11.6965], [9.7761, 13.3488, 9.6337], [9.3977, 10.1769, 10.4533], [6.0556, 8.5494, 11.6479], [7.5942, 10.1536, 15.2381], [13.7136, 16.5232, 8.6866], [9.4695, 11.6052, 7.5038], [10.1765, 11.6364, 13.7982], [9.9108, 9.1904, 10.3145], [11.0603, 11.7242, 14.3834], [11.1474, 13.2128, 14.8037], [11.9329, 13.4436, 15.4670], [11.8629, 6.9092, 8.2036], [10.8574, 9.0655, 11.4440], [8.5748, 9.2741, 13.4888], [12.2660, 11.3161, 13.6174], [10.1425, 3.8081, 12.1436], [10.9892, 11.0494, 15.2303], [10.8469, 12.7331, 11.2515], [12.4090, 11.8730, 12.8444], [9.2243, 8.3976, 10.3231], [5.6162, 10.3078, 12.6798], [8.0523, 10.2874, 12.5237], [6.4680, 8.3649, 8.1577], [14.2745, 15.2164, 9.7876], [6.6262, 7.9116, 7.2282], [8.8252, 10.7294, 12.1389], [9.1635, 12.8823, 10.3990], [13.4637, 9.0900, 10.4221], [8.1024, 13.7800, 10.9092], [8.4731, 11.9847, 7.6089], [12.4458, 13.1508, 9.3975], [12.2447, 5.7365, 6.4362], [11.2907, 4.9877, 7.6359], [13.5997, 15.4687, 8.8975], [8.6255, 12.0336, 9.9693], [14.1712, 9.1757, 12.4160], [13.3579, 11.2339, 7.7400], [14.9535, 7.4612, 11.2155], [10.0722, 6.4598, 10.5487], [14.4504, 10.9395, 7.7490], [15.3049, 9.4848, 11.1418], [9.5748, 10.4590, 6.6488], [8.8913, 4.9373, 9.9114], [13.7078, 7.1022, 9.0902], [11.0472, 6.9996, 8.9103], [12.8407, 11.3803, 9.0344], [12.1055, 7.9035, 7.8134], [11.5103, 15.0554, 8.4373], [12.2009, 15.0927, 9.2803], [9.8578, 11.2807, 8.4773], [8.4668, 14.7923, 11.1680], [5.1184, 9.4640, 12.2274], [14.0204, 14.9243, 8.0062], [10.5094, 6.2084, 6.7514], [8.6138, 8.3253, 12.9513], [14.4664, 8.8659, 11.4322], [11.4807, 5.9100, 7.1505], [7.4502, 13.9251, 10.1397], [7.5897, 9.2579, 14.6483], [10.4697, 9.1942, 9.3426], [11.0619, 5.3149, 12.2992], [11.2840, 4.3385, 10.8919], [14.2002, 6.7064, 11.4561], [9.2454, 9.6471, 7.1045], [4.3503, 9.7906, 11.4873], [11.1607, 9.9683, 11.5614], [8.3043, 5.5569, 9.4676], [13.2250, 10.6872, 9.5931], [13.1815, 12.2360, 7.2647], [11.3716, 12.6177, 7.1297], [12.9723, 10.4015, 7.1334], [6.8953, 9.0347, 11.7932], [7.7630, 8.3690, 15.2242], [10.2450, 13.5445, 15.3045], [6.5789, 9.2648, 14.2773], [10.1317, 12.7952, 5.8916], [7.5872, 13.3250, 11.7524], [15.8686, 7.2640, 11.7418], [9.6129, 9.4967, 13.7626], [7.2521, 7.7268, 9.1669], [10.0431, 13.6750, 7.4369], [12.6452, 8.6819, 10.7447], [11.2091, 13.8454, 13.9236], [12.1887, 13.8976, 9.9771], [6.7111, 9.4480, 8.0863], [15.2002, 7.3985, 10.1602], [6.7348, 7.7825, 9.9774], [10.3412, 12.6947, 6.9134], [4.6547, 8.8668, 13.0087], [11.7500, 15.8650, 9.9677], [9.5362, 5.6266, 10.9716], [5.3717, 8.3102, 8.3604], [13.0160, 6.3765, 8.9011], [10.5294, 4.6438, 11.6247]], "orbital_gap_ev": 10.3, "smiles": "CCO.CCO.CCO.CCO.CCO.CCO.CCO.CCO.CO.CO.CO.CO", "e_homo_ev": -9.74, "de_lowest_kj_mol": 172.1}

2.
{"formula": "C11H25N7O15S", "method": "the ωB97M-V functional and the def2-TZVPD basis", "elements": ["O", "H", "C", "H", "N", "H", "O", "H", "N", "C", "H", "N", "O", "H", "H", "C", "O", "H", "O", "N", "H", "C", "H", "H", "N", "O", "O", "H", "O", "H", "H", "H", "C", "H", "H", "H", "H", "H", "O", "O", "S", "C", "C", "H", "H", "C", "O", "N", "N", "C", "C", "O", "C", "O", "O", "H", "H", "O", "H"], "positions_angstrom": [[6.6545, 1.8707, 2.0394], [1.2738, 4.7404, -0.4498], [0.4238, 4.5463, -1.0990], [0.5416, -4.7531, 1.1728], [0.0037, 5.8460, -1.6888], [-0.4062, 4.1351, -0.5346], [6.6037, 0.0053, 0.9574], [-1.4288, 1.3253, -1.7966], [-0.9084, -2.7761, 0.7557], [4.8739, 1.4885, 0.6112], [4.0397, 6.7436, 2.2279], [3.3438, 4.7741, 2.2616], [-0.1631, 0.3482, 1.1091], [4.1234, 0.7514, 0.8812], [5.3099, 5.4797, 2.2913], [2.3935, -1.5846, -0.6117], [-0.2881, -1.8017, -0.1031], [-3.6430, 3.6569, 2.3434], [-5.0799, 1.1844, 3.2447], [-4.4180, 1.7165, 2.3813], [-3.2589, -8.4806, -3.5255], [4.3423, 5.7983, 2.6697], [-4.0926, -8.2013, -1.9683], [-3.4183, 2.7870, 3.8900], [-2.3403, -7.0801, -2.2756], [0.8281, 6.4358, -2.3549], [2.7331, 4.2033, 3.1350], [-2.3334, 1.4041, -0.2510], [-1.1254, 6.2259, -1.4649], [-2.4262, 2.3450, 2.4688], [-2.3818, -2.8274, -1.2611], [-0.8665, -5.8749, 0.9548], [-2.2554, 0.9199, -1.2188], [0.2988, -5.5975, -0.3529], [4.5942, 2.4711, 0.9721], [0.6975, 3.8872, -1.9182], [3.3796, -3.5402, -1.1348], [4.3508, 5.8607, 3.7520], [-4.5155, 1.5122, 1.1895], [2.0030, -0.4271, -0.0801], [0.6227, -0.8417, 0.8734], [2.9061, -2.5968, -0.9773], [-1.0018, -3.8771, 0.0448], [-1.1973, -3.8688, -2.0882], [-4.1808, -6.9667, -3.2592], [-0.2267, -5.1164, 0.4803], [-2.1256, -7.1553, -1.0851], [-3.5016, 1.2092, -1.9741], [6.1523, 1.0882, 1.2578], [-1.8790, -3.7974, -1.2259], [-3.3933, 2.7074, 2.8090], [-4.1760, 0.2626, -2.3243], [-3.5698, -7.7372, -2.7970], [-3.7555, 2.3748, -2.1869], [-1.6422, -6.5094, -3.0831], [5.0403, 1.5047, -0.4623], [-2.5922, -4.6265, -1.1851], [3.2116, 4.5809, 1.0670], [-2.1542, -0.1527, -1.1027]], "orbital_gap_ev": 8.3, "e_homo_ev": -9.13}

3.
{"formula": "C15H15N2O6Sn", "method": "the ωB97M-V functional and the def2-TZVPD basis", "elements": ["N", "O", "O", "N", "H", "H", "C", "C", "C", "C", "C", "C", "H", "C", "O", "O", "H", "C", "H", "H", "H", "H", "H", "C", "H", "C", "C", "H", "C", "C", "O", "H", "H", "H", "O", "C", "Sn", "C", "H"], "positions_angstrom": [[-1.6416, -0.4154, -0.9506], [-4.1261, -3.3482, -2.8804], [-5.0123, 1.0566, -1.8146], [1.9338, 0.1592, 2.1651], [-0.5230, 2.0067, 3.7611], [4.2526, -0.4618, 0.7420], [-2.4448, -1.0952, -0.1132], [2.3885, -1.6005, -4.4893], [4.3174, -0.4251, 1.8260], [-4.0350, 0.8234, -2.3874], [1.5279, 0.0562, 0.8508], [-1.2747, 2.2757, -2.6874], [3.4376, 0.6598, 3.4667], [-0.3597, -0.0981, -0.6556], [-0.6993, 3.2168, -2.2612], [-3.3397, 1.1237, -6.4514], [0.5907, 2.5823, 2.5122], [3.3290, 0.5660, 2.3823], [4.1159, -1.4279, 2.2033], [-0.1753, -1.7186, 2.3044], [0.2250, 0.4386, -1.4294], [-2.6380, -2.0694, 1.7809], [-3.4846, -1.2313, -0.4061], [-1.9670, -1.5462, 1.1138], [3.4618, 1.5433, 1.8936], [-0.6379, -1.2918, 1.4249], [0.1508, -0.4873, 0.5794], [-1.8721, -1.0688, -3.8596], [0.9662, 0.5682, 3.2298], [-2.9739, 0.8116, -5.4015], [3.3436, -1.5844, -5.1486], [1.5836, 0.8166, 4.1028], [-0.7065, 1.4269, 2.1279], [0.3788, -0.3131, 3.5244], [2.2555, 0.3716, -0.1230], [0.0382, 1.7101, 2.8727], [-1.9936, 0.3442, -3.0349], [-3.7145, -2.2569, -2.8772], [5.3230, -0.1173, 2.1072]], "orbital_gap_ev": [8.6, 4.0], "e_homo_ev": [-20.03, -17.46], "total_charge": 3}

Energy (eV)
-46343.79518, -63766.61593, -36858.04678
Largest force on an atom (hartree/bohr)
0.0667, 0.0752, 0.1348